[1]
ORCA calculation (ωB97M-V with the def2-TZVPD basis set) on a molecular structure, C26H30MnN3O3S2Si in a non-equilibrium geometry.

frontier orbital gap (alpha / beta) = 7.21 / 7.36 eV
HOMO energy (alpha / beta) = -7.63 / -7.65 eV
multiplicity = 5
energy relative to the best compared isomer or geometry (same formula, charge and spin) = 108.34 kJ/mol

Each line ends with the Mulliken charge.
Element x y z (Å)
Mn -0.355 -1.642 -0.804  -0.133
O 0.636 -3.284 -0.584  -0.524
N 0.170 -4.298 0.183  0.419
C 0.818 -5.448 -0.128  -0.132
C 0.753 -6.584 0.686  -0.733
C -0.027 -6.442 1.840  -0.050
C -0.709 -5.254 2.065  -0.745
C -0.569 -4.101 1.230  0.685
S -1.309 -2.648 1.371  -0.438
H 1.442 -5.393 -1.011  0.420
H 1.261 -7.566 0.551  0.344
H -0.073 -7.149 2.662  0.363
H -1.312 -5.156 2.999  0.313
C -1.952 -0.538 -6.177  -0.967
Si -3.488 -0.447 -5.127  0.213
C -4.658 0.972 -5.700  -1.170
C -4.286 -2.136 -4.875  -0.910
C -2.948 0.186 -3.480  0.464
C -3.337 1.433 -2.957  -0.020
C -2.809 1.866 -1.735  -0.893
C -1.875 1.043 -1.077  -0.389
N -1.485 -0.182 -1.488  0.097
C -2.027 -0.612 -2.723  0.106
S -1.309 -2.100 -3.153  -0.481
H -2.212 -1.201 -7.025  0.315
H -1.143 -1.079 -5.715  0.395
H -1.714 0.486 -6.530  0.240
H -5.045 0.731 -6.725  0.288
H -4.090 1.925 -5.790  0.315
H -5.442 1.118 -5.027  0.355
H -4.557 -2.612 -5.863  0.323
H -5.304 -1.965 -4.386  0.259
H -3.629 -2.787 -4.286  0.306
H -4.125 1.976 -3.448  0.342
H -3.210 2.753 -1.225  0.327
H -1.456 1.335 -0.139  0.604
O 2.908 0.979 3.652  -0.594
C 1.852 1.311 4.152  0.043
O 0.742 1.435 3.397  -0.473
C 1.627 1.688 5.618  0.518
N 0.198 1.852 5.954  -0.497
C -0.058 2.993 6.801  -0.558
C 1.094 3.933 6.469  -0.484
C 2.201 3.117 5.838  -0.724
H 2.085 0.978 6.401  0.353
H -0.273 0.985 6.300  0.211
H 0.026 1.761 4.044  0.448
H -0.151 2.644 7.832  0.317
H -1.070 3.438 6.587  0.266
H 1.411 4.460 7.387  0.269
H 0.826 4.754 5.777  0.272
H 3.121 3.096 6.408  0.378
H 2.500 3.540 4.874  0.255
C 1.114 -0.539 -0.724  -0.555
C 2.125 0.129 -0.892  0.962
C 3.292 0.915 -1.014  -0.152
C 3.904 1.186 -2.215  -0.518
C 4.982 2.083 -2.298  -0.506
C 5.272 2.863 -1.185  -0.256
C 4.709 2.612 0.062  -0.658
C 3.756 1.597 0.138  -0.408
H 3.517 0.811 -3.112  0.461
H 5.507 2.055 -3.272  0.327
H 5.901 3.721 -1.396  0.346
H 5.033 3.059 0.952  0.466
H 3.222 1.339 1.055  0.584

=====

[2]
ORCA calculation (ωB97M-V with the def2-TZVPD basis set) on 16 unconnected molecules or ions with the total composition C40H118N6O16 in a non-equilibrium geometry.

frontier orbital gap = 9.13 eV
HOMO energy = -8.72 eV
multiplicity = 1

Each line ends with the Mulliken charge.
Element x y z (Å)
C 4.189 2.928 2.788  -0.265
O 4.985 2.936 4.008  -0.670
H 3.122 2.816 2.977  -0.064
H 4.462 3.827 2.235  0.208
H 4.564 2.104 2.180  0.321
H 4.693 2.181 4.524  0.500
C 3.103 -4.185 -3.115  -0.471
O 2.004 -3.866 -3.836  -0.374
H 3.942 -3.513 -3.295  0.294
H 2.811 -4.257 -2.067  0.022
H 3.467 -5.182 -3.363  0.287
H 2.257 -3.413 -4.644  0.249
C 2.094 -4.308 1.993  -0.809
O 0.714 -4.237 1.796  -0.028
H 2.462 -5.334 1.982  0.351
H 2.528 -3.689 1.208  0.236
H 2.298 -3.902 2.984  0.190
H 0.438 -3.346 2.023  -0.142
C -3.721 3.018 1.308  -0.256
O -3.298 2.284 2.457  -0.430
H -2.824 3.576 1.036  -0.238
H -3.979 2.364 0.476  0.302
H -4.523 3.702 1.584  0.398
H -4.045 1.807 2.827  0.222
C -2.834 -8.924 -1.150  -1.154
C -1.747 -8.916 -0.046  0.279
C -0.446 -8.279 -0.569  -0.944
O -0.533 -6.823 -0.677  -0.209
C 0.743 -6.242 -0.762  -0.532
N -2.194 -8.164 1.131  -0.797
H -3.832 -9.137 -0.766  0.378
H -2.481 -9.552 -1.968  0.405
H -2.913 -7.919 -1.563  0.041
H -1.552 -9.933 0.295  0.411
H -0.126 -8.668 -1.535  0.378
H 0.346 -8.636 0.088  0.481
H 1.402 -6.782 -1.442  0.543
H 1.220 -6.410 0.203  0.367
H 0.805 -5.185 -1.020  -0.325
H -2.500 -7.272 0.768  0.353
H -1.366 -7.965 1.675  0.297
C 2.810 5.390 6.061  -1.359
C 1.366 5.720 5.630  -0.003
C 1.138 5.464 4.085  -0.107
O -0.142 6.025 3.791  -0.566
C -0.671 5.700 2.449  0.079
N 0.438 4.875 6.330  -0.545
H 2.928 4.344 5.775  0.203
H 2.885 5.594 7.130  0.407
H 3.565 6.013 5.582  0.411
H 1.128 6.762 5.846  0.347
H 1.124 4.415 3.790  -0.123
H 1.895 5.907 3.438  0.465
H -1.570 6.279 2.240  0.387
H -1.017 4.666 2.443  -0.076
H 0.132 5.771 1.714  -0.153
H 0.349 5.055 7.320  0.274
H -0.429 5.149 5.889  0.218
C -2.410 -1.805 -8.875  -1.348
C -1.531 -2.849 -8.187  0.378
C -1.194 -2.555 -6.712  -0.015
O -0.356 -1.412 -6.621  -0.493
C -0.006 -1.024 -5.279  0.023
N -2.191 -4.201 -8.276  -0.789
H -3.264 -1.680 -8.209  0.282
H -2.673 -2.197 -9.857  0.368
H -1.863 -0.869 -8.989  0.311
H -0.645 -2.818 -8.821  0.338
H -0.746 -3.402 -6.193  0.288
H -2.134 -2.411 -6.178  -0.111
H -0.721 -1.271 -4.494  -0.175
H -0.025 0.063 -5.344  0.310
H 1.002 -1.328 -4.997  0.051
H -1.764 -4.915 -7.703  0.292
H -3.046 -4.114 -7.747  0.268
C 0.970 1.792 1.561  -0.202
C -0.029 1.018 0.599  2.192
C 0.723 -0.050 -0.224  -0.811
O -0.153 -0.799 -1.052  1.181
C 0.474 -1.842 -1.741  -0.934
N -0.996 0.341 1.453  -0.537
H 0.447 2.590 2.088  0.161
H 1.812 2.273 1.063  -0.045
H 1.426 1.116 2.284  -0.240
H -0.518 1.706 -0.091  -0.763
H 1.230 -0.675 0.511  0.236
H 1.394 0.506 -0.878  -0.712
H -0.209 -2.620 -2.083  0.193
H 1.026 -2.449 -1.023  0.387
H 1.199 -1.433 -2.445  -0.337
H -1.687 0.966 1.843  -0.195
H -1.543 -0.257 0.850  0.227
C -1.248 4.394 -1.135  0.019
C -2.138 5.389 -1.800  0.497
C -1.600 6.836 -1.640  -0.928
O -1.499 7.170 -0.259  -0.135
C -1.121 8.539 -0.131  -0.995
N -2.222 5.063 -3.238  -0.725
H -1.709 3.407 -1.095  -0.339
H -1.093 4.666 -0.091  -0.400
H -0.264 4.308 -1.596  0.362
H -3.121 5.325 -1.331  0.284
H -2.298 7.469 -2.188  0.432
H -0.625 7.040 -2.081  0.395
H -0.153 8.756 -0.584  0.381
H -0.874 8.785 0.902  0.300
H -1.841 9.295 -0.445  0.335
H -2.849 5.761 -3.613  0.303
H -2.628 4.157 -3.423  0.262
C -2.082 -2.673 0.266  -0.252
C -2.803 -3.957 -0.055  -0.003
C -2.681 -4.474 -1.543  -0.404
O -3.395 -3.615 -2.418  -0.443
C -3.256 -3.935 -3.790  -0.749
N -2.362 -5.050 0.806  -0.649
H -2.288 -1.882 -0.456  0.212
H -1.017 -2.905 0.272  -0.240
H -2.250 -2.309 1.280  0.161
H -3.866 -3.792 0.124  0.271
H -3.164 -5.449 -1.604  0.419
H -1.642 -4.637 -1.829  0.239
H -3.696 -4.906 -4.020  0.437
H -2.219 -3.894 -4.123  0.243
H -3.733 -3.103 -4.308  0.234
H -1.601 -5.592 0.421  0.253
H -1.915 -4.652 1.620  0.232
C 4.003 -0.703 3.505  -0.811
C 3.157 -0.333 4.718  0.414
O 3.697 0.875 5.259  -0.538
H 5.062 -0.805 3.738  0.427
H 3.899 -0.043 2.643  -0.023
H 3.655 -1.651 3.093  0.069
H 3.260 -1.112 5.474  0.438
H 2.085 -0.223 4.552  -0.285
H 3.108 1.040 5.998  0.211
C 3.609 -0.127 -3.078  -1.314
C 3.484 1.286 -2.562  0.128
O 4.100 1.332 -1.276  -0.554
H 3.051 -0.368 -3.983  0.285
H 3.297 -0.888 -2.363  0.244
H 4.651 -0.349 -3.309  0.479
H 2.474 1.647 -2.369  -0.015
H 4.057 1.897 -3.260  0.421
H 4.116 2.237 -0.956  0.359
C -0.836 1.984 4.954  -0.061
C -0.601 1.625 6.394  -0.693
O 0.637 2.128 6.799  -0.574
H -1.638 1.315 4.641  0.265
H 0.016 1.780 4.307  -0.387
H -0.989 3.061 4.873  0.351
H -0.608 0.547 6.549  0.359
H -1.399 2.034 7.014  0.348
H 0.609 3.087 6.761  0.510
C 0.117 -2.916 4.931  -1.293
C -0.425 -1.687 4.216  0.180
O 0.161 -1.557 2.933  0.930
H 1.205 -2.923 4.995  0.147
H -0.188 -3.785 4.348  0.263
H -0.302 -2.922 5.938  0.410
H -0.256 -0.719 4.688  -0.429
H -1.477 -1.879 4.009  0.489
H -0.162 -0.804 2.432  -0.095
C 2.511 5.903 -0.229  -0.509
C 2.958 4.698 -1.110  0.055
O 3.939 4.003 -0.433  -0.409
H 1.648 6.414 -0.655  0.079
H 3.279 6.675 -0.193  0.473
H 2.177 5.608 0.766  -0.159
H 3.341 5.019 -2.079  0.573
H 2.146 3.977 -1.197  -0.275
H 4.738 4.491 -0.644  0.223
C -3.203 -0.171 -3.366  -0.930
C -2.293 1.044 -3.150  1.125
O -3.032 2.175 -3.486  -0.535
H -2.725 -1.089 -3.026  -0.215
H -3.468 -0.373 -4.404  0.481
H -4.107 0.003 -2.781  0.455
H -1.340 0.934 -3.668  -0.292
H -2.051 1.195 -2.098  -0.561
H -3.556 1.852 -4.222  0.318

=====

[3]
ORCA calculation (ωB97M-V with the def2-TZVPD basis set) on C2H14Si6 in the gas phase in a non-equilibrium geometry.

frontier orbital gap = 7.04 eV
HOMO energy = -8.02 eV
multiplicity = 1
energy relative to the best compared isomer or geometry (same formula, charge and spin) = 0.00 kJ/mol

Each line ends with the Mulliken charge.
Element x y z (Å)
C 0.887 -1.834 -1.320  -0.721
C 1.773 -1.975 -0.079  -0.946
Si 1.849 1.112 -0.253  0.291
Si -1.745 0.385 -1.290  0.285
Si 1.284 -0.541 1.270  0.171
Si -2.421 1.350 0.728  0.248
Si 0.509 0.005 -1.803  0.275
Si -1.106 1.123 2.613  0.234
H 1.335 -2.358 -2.169  0.370
H -0.057 -2.351 -1.126  0.341
H 1.695 -2.978 0.343  0.421
H 2.822 -1.812 -0.337  0.380
H 1.344 2.456 0.070  -0.151
H 3.246 1.362 -0.652  -0.160
H -2.466 -0.897 -1.370  -0.129
H -2.380 1.184 -2.353  -0.147
H 2.097 -0.950 2.437  -0.161
H -0.382 2.296 3.114  -0.077
H -2.701 2.779 0.494  -0.119
H -3.757 0.825 1.077  -0.125
H 0.788 0.105 -3.250  -0.167
H -1.748 0.536 3.795  -0.113

=====

[4]
ORCA calculation (ωB97M-V with the def2-TZVPD basis set) on a molecular structure, C5H8 in a non-equilibrium geometry.

frontier orbital gap = 9.66 eV
HOMO energy = -8.52 eV
multiplicity = 1
energy relative to the best compared isomer or geometry (same formula, charge and spin) = 385.48 kJ/mol

Each line ends with the Mulliken charge.
Element x y z (Å)
C 1.633 0.606 0.739  -0.464
C 1.637 0.739 -0.555  -0.466
C 0.465 0.021 0.033  0.642
C 0.081 -1.485 -0.087  -1.271
C -1.216 1.014 -0.067  -1.180
H 2.134 0.836 1.640  0.371
H 2.116 1.272 -1.441  0.293
H -0.683 -1.759 0.669  0.305
H 0.961 -2.126 -0.150  0.378
H -0.443 -1.830 -0.973  0.361
H -1.544 0.415 -0.858  0.326
H -1.303 2.058 -0.131  0.389
H -1.833 0.803 0.807  0.316

=====

[5]
ORCA calculation (ωB97M-V with the def2-TZVPD basis set) on a molecular structure, C2H4I2N2 in a non-equilibrium geometry.

frontier orbital gap = 8.50 eV
HOMO energy = -8.30 eV
multiplicity = 1
energy relative to the best compared isomer or geometry (same formula, charge and spin) = 144.66 kJ/mol

Each line ends with the Mulliken charge.
Element x y z (Å)
C 1.828 0.071 0.431  -0.755
C -1.929 -0.112 -0.564  -0.609
N 0.452 0.012 0.259  0.288
N -0.144 -0.905 -0.208  -0.429
I -1.724 1.877 0.085  0.101
I -3.433 -1.237 0.272  0.148
H 2.178 1.099 -0.199  0.229
H 2.347 -0.772 0.048  0.333
H 2.252 0.166 1.478  0.271
H -1.827 -0.200 -1.601  0.423

=====

[6]
ORCA calculation (ωB97M-V with the def2-TZVPD basis set) on a molecular structure, C4H6N2O in a non-equilibrium geometry.

frontier orbital gap = 10.58 eV
HOMO energy = -9.56 eV
multiplicity = 1
energy relative to the best compared isomer or geometry (same formula, charge and spin) = 356.90 kJ/mol

Each line ends with the Mulliken charge.
Element x y z (Å)
N 1.608 -0.865 -1.323  -0.680
C 1.128 -0.155 -0.406  0.405
O 1.648 0.975 0.186  -0.394
C 0.428 1.233 0.922  -0.248
C -0.242 0.021 0.202  0.257
C -1.506 -0.521 -0.608  -0.256
N -1.326 -0.660 0.788  -0.470
H 2.540 -0.532 -1.569  0.273
H 0.608 1.033 1.993  0.210
H 0.077 2.260 0.810  0.228
H -1.506 -1.457 -1.205  0.231
H -2.173 0.225 -1.025  0.202
H -1.282 -1.558 1.234  0.242

=====

[7]
ORCA calculation (ωB97M-V with the def2-TZVPD basis set) on a gas-phase ion, NO6S (charge -1) in a non-equilibrium geometry.

frontier orbital gap = 10.23 eV
HOMO energy = -6.11 eV
charge = -1
multiplicity = 1
energy relative to the best compared isomer or geometry (same formula, charge and spin) = 1.53 kJ/mol
structure (SMILES) = O=[N+]([O-])OS(=O)(=O)[O-]

Each line ends with the Mulliken charge.
Element x y z (Å)
O 1.244 1.157 -0.017  -0.532
N 1.388 -0.018 -0.160  1.108
O 2.441 -0.599 -0.060  -0.658
O 0.345 -0.761 -0.436  -0.350
S -1.215 -0.015 0.075  1.233
O -1.359 1.115 -0.797  -0.585
O -2.077 -1.130 -0.198  -0.612
O -0.975 0.247 1.469  -0.603

=====

[8]
ORCA calculation (ωB97M-V with the def2-TZVPD basis set) on a molecular structure, C15H35InN5O5 in a non-equilibrium geometry.

frontier orbital gap = 3.18 eV
HOMO energy = -17.76 eV
charge = +3
multiplicity = 1
energy relative to the best compared isomer or geometry (same formula, charge and spin) = 117.11 kJ/mol

Each line ends with the Mulliken charge.
Element x y z (Å)
In 1.555 25.626 22.052  1.654
C -0.125 26.739 26.488  -1.108
C 0.291 27.648 25.386  0.687
O 0.910 27.216 24.395  -0.449
N -0.070 28.924 25.498  -0.123
C 0.220 29.982 24.555  -0.636
H -0.273 25.697 26.219  0.127
H -1.075 27.065 26.922  0.411
H 0.540 26.746 27.354  0.356
H -0.809 29.137 26.153  0.297
H -0.618 30.673 24.484  0.383
H 0.322 29.569 23.546  -0.026
H 1.140 30.489 24.847  0.324
C 1.943 23.488 26.381  -1.023
C 1.146 23.045 25.139  0.685
O 0.905 23.861 24.229  -0.552
N 0.758 21.776 25.127  -0.116
C 0.077 21.043 24.082  -0.834
H 1.837 24.546 26.571  0.188
H 2.982 23.217 26.202  0.348
H 1.521 22.875 27.177  0.441
H 0.940 21.224 25.955  0.265
H -0.722 20.457 24.536  0.338
H 0.647 20.367 23.442  0.320
H -0.393 21.747 23.394  0.300
C -1.840 27.963 20.341  -1.134
C -0.505 28.587 20.744  0.753
O 0.325 27.986 21.442  -0.542
N -0.309 29.822 20.286  -0.046
C 0.846 30.668 20.564  -0.936
H -2.227 27.297 21.109  0.302
H -1.618 27.343 19.469  0.119
H -2.588 28.713 20.101  0.486
H -1.106 30.353 19.966  0.268
H 1.372 30.780 19.610  0.313
H 1.575 30.304 21.281  0.326
H 0.509 31.662 20.851  0.371
C -0.597 24.482 17.664  -1.514
C 0.084 25.732 18.198  0.571
O 0.721 25.719 19.255  -0.362
N 0.029 26.776 17.360  -0.026
C 0.748 28.028 17.507  -0.839
H -0.888 23.790 18.450  0.363
H 0.093 23.935 17.016  0.321
H -1.448 24.703 17.019  0.455
H -0.459 26.610 16.493  0.214
H 1.545 28.099 16.765  0.377
H 1.135 28.120 18.518  0.212
H 0.062 28.842 17.263  0.352
C 6.006 24.739 20.038  -1.214
C 4.575 24.729 19.476  0.638
O 3.640 24.657 20.288  -0.489
N 4.461 24.772 18.154  -0.097
C 3.215 24.666 17.406  -0.582
H 6.536 23.856 19.679  0.371
H 5.930 24.684 21.118  0.307
H 6.505 25.622 19.639  0.386
H 5.293 24.864 17.589  0.274
H 2.856 25.692 17.269  0.206
H 2.454 24.135 17.970  0.161
H 3.432 24.200 16.449  0.377